No. 1
# C4H5NO

A single C4H5NO molecule (ωB97M-V/def2-TZVPD, OMol25).

Last column: natural (NBO) charge in e.
Positions of all 11 atoms, in Å:
C -0.369 -2.387 0.048  -0.168
C 0.311 -1.413 0.253  -0.124
C 0.827 -0.198 0.891  0.608
O 1.589 -0.261 1.831  -0.563
N 0.234 0.948 0.452  -0.607
C -0.344 1.156 -0.859  -0.417
H -1.004 -3.230 -0.114  0.240
H 0.261 1.722 1.099  0.408
H -0.925 2.078 -0.831  0.212
H -1.010 0.330 -1.134  0.214
H 0.429 1.255 -1.635  0.195

Output
Relative energy (zero: lowest compared OMol25 entry of this formula, charge and spin): 44.90 kcal/mol
SMILES: C#CC(=O)NC
Energy: -7764.580 eV
Total charge: 0
Frontier orbital gap: 10.6 eV

=====

No. 2
# C48H71Br20N3O5S

11 unconnected molecules or ions with the total composition C48H71Br20N3O5S (ωB97M-V/def2-TZVPD, OMol25).

Last column: Löwdin charge in e.
Positions of all 148 atoms, in Å:
N 1.142 -4.098 3.391  -0.028
C -0.241 -3.555 3.573  -0.292
C -0.247 -2.027 4.118  -0.151
C -0.997 -1.009 3.142  -0.135
C -0.047 0.094 2.519  -0.044
C 0.692 -0.081 1.197  -0.054
C 0.406 -1.462 0.438  -0.096
C -0.951 -1.226 -0.376  -0.175
C -1.016 -0.079 -1.370  -0.034
C -2.227 0.285 -2.173  -0.157
C -3.473 -0.542 -1.983  -0.167
C -3.438 -1.702 -1.004  -0.070
C -2.192 -2.048 -0.199  -0.038
C 1.635 0.967 0.622  -0.081
C 2.429 0.752 -0.733  -0.163
C 4.008 0.948 -0.620  -0.199
C 4.620 0.636 0.816  -0.202
C 6.173 0.205 0.639  -0.189
S 6.446 -1.349 1.613  0.693
O 7.901 -1.370 1.943  -0.334
O 5.731 -1.205 2.921  -0.339
O 5.971 -2.707 0.799  -0.198
C 1.860 2.300 1.346  -0.143
N 2.728 3.339 0.813  0.086
C 1.105 2.511 2.640  0.025
C 0.191 1.419 3.218  0.031
C -0.405 1.948 4.575  -0.297
O -1.257 1.445 5.286  0.116
N 0.365 3.184 4.789  -0.083
C 1.437 3.096 5.800  -0.195
C 1.160 3.412 7.277  -0.122
C 2.297 3.340 8.288  -0.064
C 3.694 2.964 7.896  -0.081
C 3.964 2.620 6.457  -0.064
C 2.858 2.688 5.438  0.009
C 1.052 3.766 3.642  -0.345
O 1.448 4.911 3.459  0.068
H 1.675 -3.972 4.257  0.065
H 1.606 -3.668 2.586  0.046
H -0.716 -4.221 4.369  -0.016
H -0.819 -3.634 2.599  0.095
H -0.816 -2.073 5.107  0.110
H 0.830 -1.767 4.340  0.111
H -1.493 -1.630 2.330  0.079
H -1.838 -0.514 3.733  0.118
H 0.278 -2.291 1.201  0.089
H 1.266 -1.758 -0.231  0.098
H -0.091 0.551 -1.481  0.080
H -2.138 1.181 -2.851  0.037
H -4.409 -0.268 -2.563  0.065
H -4.414 -2.264 -0.894  0.095
H -2.234 -2.913 0.533  0.097
H 2.046 1.555 -1.456  0.116
H 2.142 -0.240 -1.219  0.089
H 4.499 0.333 -1.433  0.081
H 4.228 2.039 -0.861  0.106
H 4.020 -0.171 1.330  0.105
H 4.594 1.581 1.447  0.112
H 6.809 1.066 1.023  0.128
H 6.405 -0.008 -0.451  0.102
H 5.166 -3.106 1.192  0.103
H 2.450 4.264 1.167  -0.004
H 2.526 3.412 -0.201  0.091
H 0.072 3.697 7.603  -0.021
H 2.087 3.568 9.378  0.095
H 4.573 2.901 8.605  0.094
H 4.998 2.325 6.115  0.096
H 3.152 2.404 4.378  0.106
Br 3.113 6.879 1.204  0.665
C 1.537 7.924 1.673  -0.681
C 1.851 9.397 1.724  -0.699
Br 2.812 9.861 3.354  0.607
H 1.164 7.528 2.618  0.044
H 0.812 7.714 0.885  0.060
H 0.932 9.984 1.760  0.057
H 2.461 9.737 0.889  0.049
Br -4.379 -5.242 4.574  0.605
C -3.083 -6.698 4.562  -0.758
C -2.496 -6.921 5.932  -0.666
Br -1.171 -5.558 6.354  0.679
H -2.333 -6.451 3.809  -0.070
H -3.645 -7.575 4.236  0.025
H -1.953 -7.867 5.969  0.056
H -3.238 -6.904 6.729  0.052
Br -0.751 5.145 6.420  0.929
C -2.582 5.818 6.382  -0.630
C -2.713 7.004 5.459  -0.699
Br -1.992 8.621 6.273  0.596
H -2.861 6.041 7.410  0.052
H -3.183 4.983 6.019  0.063
H -3.764 7.228 5.267  0.054
H -2.196 6.870 4.510  0.048
Br -4.337 2.377 -3.862  0.666
C -4.980 3.752 -2.638  -0.661
C -4.082 3.887 -1.434  -0.683
Br -4.374 2.439 -0.164  0.643
H -6.006 3.494 -2.382  0.054
H -4.976 4.673 -3.223  0.058
H -4.316 4.798 -0.882  0.054
H -3.022 3.881 -1.684  0.052
Br -4.309 -8.657 1.347  0.627
C -2.598 -9.493 0.932  -0.684
C -1.641 -9.385 2.092  -0.665
Br -0.889 -7.592 2.224  0.698
H -2.227 -9.024 0.023  0.052
H -2.835 -10.538 0.727  0.058
H -0.783 -10.042 1.944  0.059
H -2.102 -9.608 3.053  0.051
Br 4.275 -2.651 -2.658  0.618
C 5.555 -4.106 -2.442  -0.680
C 6.958 -3.579 -2.274  -0.698
Br 7.703 -2.993 -3.976  0.610
H 5.440 -4.761 -3.304  0.053
H 5.234 -4.635 -1.544  0.055
H 7.625 -4.370 -1.929  0.065
H 7.022 -2.734 -1.591  0.029
Br -4.846 -0.070 -6.848  0.589
C -6.670 0.565 -7.109  -0.686
C -6.729 1.661 -8.141  -0.727
Br -6.101 3.356 -7.416  0.576
H -7.042 0.872 -6.132  0.052
H -7.228 -0.309 -7.447  0.052
H -7.758 1.847 -8.443  -0.060
H -6.128 1.453 -9.025  0.055
Br 6.902 -0.034 -7.522  0.596
C 8.438 -0.619 -8.568  -0.699
C 9.144 -1.775 -7.906  -0.696
Br 10.224 -1.176 -6.399  0.588
H 9.077 0.251 -8.709  0.051
H 8.027 -0.922 -9.531  0.057
H 9.850 -2.239 -8.594  0.057
H 8.462 -2.534 -7.525  0.045
Br -1.767 -2.507 -4.188  0.679
C 0.066 -2.904 -3.666  -0.685
C 0.340 -4.386 -3.675  -0.689
Br -0.435 -5.259 -2.113  0.588
H 0.220 -2.443 -2.691  0.026
H 0.687 -2.396 -4.406  0.059
H 1.411 -4.579 -3.604  0.039
H -0.059 -4.892 -4.553  0.051
Br -9.703 0.463 -10.035  0.648
C -11.292 1.493 -9.576  -0.682
C -11.002 2.973 -9.554  -0.679
Br -10.040 3.489 -7.938  0.644
H -11.652 1.111 -8.622  0.053
H -12.017 1.256 -10.355  0.058
H -11.931 3.543 -9.524  0.058
H -10.403 3.307 -10.399  0.055

Output
SMILES: NCCCc1c(Cc2ccccc2)c(CCCCS(=O)(=O)O)c(N)c2c1C(=O)N(c1ccccc1)C2=O.BrCCBr.BrCCBr.BrCCBr.BrCCBr.BrCCBr.BrCCBr.BrCCBr.BrCCBr.BrCCBr.BrCCBr
Energy: -1477311.937 eV
Total charge: 0
Frontier orbital gap: 7.7 eV

=====

No. 3
# C25H69F3InO30P7

A molecular structure, C25H69F3InO30P7 (ωB97M-V/def2-TZVPD, OMol25).

Last column: Löwdin charge in e.
Positions of all 135 atoms, in Å:
In 2.883 6.478 -6.040  0.990
C 1.629 1.710 -1.386  -0.244
O 2.980 1.294 -1.250  0.040
O 1.493 2.407 -2.603  0.209
C 0.665 0.581 -1.088  -0.498
F 1.142 -0.515 -1.645  0.177
F 0.490 0.155 0.207  0.159
F -0.575 0.638 -1.676  0.164
C 3.326 0.367 -0.168  -0.220
C 4.783 0.057 -0.351  -0.043
H 4.892 -0.493 -1.286  0.099
H 5.251 1.041 -0.396  0.095
H 4.909 -0.476 0.591  0.105
H 2.908 -0.632 -0.287  0.132
H 3.239 0.831 0.815  0.146
H 1.394 2.503 -0.676  0.252
C 3.771 3.447 8.766  -0.085
O 4.343 2.488 7.807  -0.245
P 3.921 0.887 7.828  0.466
O 4.607 0.055 6.797  -0.242
O 4.179 0.295 9.302  -0.219
C 5.287 0.657 10.117  -0.077
O 2.301 0.965 7.742  -0.247
C 1.551 0.982 6.496  -0.067
H 3.400 4.346 8.273  0.085
H 4.418 3.868 9.535  0.083
H 2.997 2.976 9.371  0.084
H 5.005 0.893 11.143  0.100
H 5.647 1.560 9.624  0.070
H 6.078 -0.085 10.001  0.099
H 0.915 1.867 6.484  0.092
H 1.004 0.047 6.374  0.087
H 2.316 0.882 5.727  0.071
C -1.311 12.403 -1.751  -0.056
O -2.079 11.242 -1.311  -0.253
P -2.122 9.802 -2.077  0.433
O -0.863 9.096 -2.279  -0.248
O -3.181 10.022 -3.249  -0.205
C -4.174 10.980 -3.228  -0.136
O -3.057 8.906 -1.074  -0.232
C -2.652 7.959 -0.083  -0.103
H -0.618 12.041 -2.511  0.084
H -0.940 13.016 -0.929  0.095
H -2.051 12.979 -2.305  0.080
H -3.937 11.753 -3.959  0.094
H -4.623 11.392 -2.324  0.107
H -4.965 10.415 -3.720  0.096
H -2.633 8.429 0.901  0.083
H -1.613 7.635 -0.143  0.075
H -3.383 7.151 -0.085  0.089
C 4.726 10.184 0.659  -0.093
O 5.845 9.289 0.603  -0.219
P 5.619 7.701 0.466  0.438
O 4.950 7.360 -0.783  -0.244
O 4.857 7.333 1.852  -0.253
C 4.694 6.005 2.305  -0.107
O 7.069 6.979 0.798  -0.250
C 7.722 7.240 2.051  -0.084
H 4.060 9.977 -0.179  0.089
H 5.023 11.222 0.514  0.086
H 4.304 10.295 1.657  0.092
H 5.350 5.297 1.799  0.090
H 3.625 5.820 2.195  0.087
H 4.873 6.084 3.377  0.096
H 7.287 8.069 2.608  0.095
H 8.797 7.332 1.896  0.095
H 7.572 6.241 2.460  0.086
C 0.336 -9.707 5.258  -0.074
O 0.140 -8.296 5.578  -0.234
P -0.027 -7.147 4.382  0.525
O -0.742 -5.911 4.815  -0.231
O 1.486 -6.940 3.831  -0.205
C 2.327 -5.923 4.301  -0.121
O -0.789 -8.038 3.230  -0.253
C -2.049 -8.716 3.391  -0.067
H -0.324 -10.389 5.794  0.100
H 1.399 -9.812 5.476  0.094
H 0.295 -9.854 4.179  0.072
H 3.037 -5.714 3.501  0.087
H 3.091 -6.226 5.017  0.093
H 1.825 -5.022 4.652  0.091
H -2.591 -8.570 4.325  0.115
H -1.689 -9.738 3.268  0.081
H -2.481 -8.799 2.393  0.101
C 2.170 -2.153 -6.417  -0.086
O 2.337 -2.005 -7.877  -0.229
P 2.118 -0.521 -8.554  0.558
O 2.750 0.687 -7.804  -0.311
O 2.639 -0.606 -10.108  -0.184
C 2.073 -1.467 -10.952  -0.195
O 0.506 -0.477 -8.819  -0.244
C -0.489 -0.385 -7.686  -0.047
H 3.040 -2.738 -6.119  0.092
H 1.218 -2.552 -6.068  0.083
H 2.211 -1.207 -5.877  0.066
H 1.184 -1.958 -10.554  0.090
H 2.749 -2.222 -11.354  0.096
H 1.869 -0.982 -11.907  0.099
H -1.294 -1.120 -7.730  0.090
H -1.134 0.493 -7.709  0.077
H -0.026 -0.255 -6.708  0.070
C -2.009 -5.928 -3.034  -0.116
O -2.251 -6.391 -4.346  -0.228
P -3.118 -7.729 -4.717  0.499
O -3.278 -8.784 -3.693  -0.216
O -4.482 -7.098 -5.302  -0.222
C -5.179 -7.815 -6.294  -0.110
O -2.360 -8.159 -6.123  -0.242
C -2.096 -7.228 -7.140  -0.121
H -2.277 -4.881 -2.893  0.083
H -0.923 -5.848 -2.995  0.082
H -2.284 -6.535 -2.171  0.093
H -6.144 -8.137 -5.903  0.095
H -4.571 -8.659 -6.617  0.093
H -5.448 -7.091 -7.064  0.094
H -1.695 -6.287 -6.764  0.086
H -2.951 -7.035 -7.788  0.082
H -1.427 -7.784 -7.796  0.098
C -9.463 -4.312 4.262  -0.094
O -8.396 -5.036 3.598  -0.235
P -7.585 -4.172 2.413  0.556
O -8.480 -3.250 1.675  -0.223
O -6.291 -3.578 3.207  -0.202
C -5.469 -2.731 2.399  -0.117
O -7.002 -5.377 1.400  -0.197
C -7.842 -6.190 0.751  -0.182
H -9.501 -4.363 5.350  0.091
H -10.321 -4.909 3.951  0.088
H -9.626 -3.338 3.800  0.077
H -5.888 -1.732 2.522  0.092
H -5.347 -2.968 1.343  0.089
H -4.455 -2.681 2.794  0.088
H -8.806 -5.775 0.458  0.098
H -8.070 -7.016 1.425  0.099
H -7.448 -6.640 -0.160  0.096

Output
Relative energy (zero: lowest compared OMol25 entry of this formula, charge and spin): 68.55 kcal/mol
Energy: -166802.603 eV
Total charge: +2
Frontier orbital gap: 1.2 eV

=====

No. 4
# C4H8N2O2

2 unconnected molecules or ions with the total composition C4H8N2O2 (ωB97M-V/def2-TZVPD, OMol25).

Last column: natural (NBO) charge in e.
Positions of all 16 atoms, in Å:
N -1.639 1.044 -0.978  -0.900
C -2.243 1.106 0.290  0.881
O -2.287 2.102 0.980  -0.590
O -2.776 -0.101 0.684  -0.677
H -0.812 0.448 -1.005  0.401
H -1.387 2.013 -1.268  0.396
H -2.762 -0.688 -0.022  0.482
C 1.518 0.727 -0.217  -0.486
C 1.312 -0.098 0.827  -0.034
N 1.939 -1.339 0.948  -0.402
C 1.770 -2.252 0.036  -0.042
H 2.281 0.492 -0.955  0.208
H 0.948 1.639 -0.325  0.209
H 0.749 0.200 1.726  0.221
H 2.267 -3.188 0.138  0.181
H 1.122 -2.103 -0.858  0.150

Output
Relative energy (zero: lowest compared OMol25 entry of this formula, charge and spin): 55.43 kcal/mol
SMILES: NC(=O)O.C=CN=C
Energy: -11351.709 eV
Total charge: 0
Frontier orbital gap: 9.9 eV

=====

No. 5
# C4H5N3S

A single C4H5N3S molecule (ωB97M-V/def2-TZVPD, OMol25).

Last column: natural (NBO) charge in e.
Positions of all 13 atoms, in Å:
N -2.407 -0.239 0.128  -0.846
C -0.940 -0.161 0.024  0.260
C 0.088 -1.049 -0.120  -0.277
C 1.257 -0.295 -0.089  -0.022
N 2.541 -0.805 0.005  -0.475
S 3.909 0.051 0.092  0.185
C 0.933 1.074 -0.051  0.002
N -0.393 1.110 0.021  -0.480
H -2.723 -0.628 1.021  0.376
H -2.785 -0.835 -0.570  0.374
H 0.013 -2.144 -0.120  0.242
H 1.500 1.970 -0.205  0.232
H -0.993 1.952 -0.137  0.430

Output
Relative energy (zero: lowest compared OMol25 entry of this formula, charge and spin): 51.61 kcal/mol
SMILES: Nc1cc(N=S)c[nH]1
Energy: -19532.643 eV
Total charge: 0
Frontier orbital gap: 6.9 eV

=====

No. 6
# C4H9O2

2 unconnected molecules or ions with the total composition C4H9O2 (ωB97M-V/def2-TZVPD, OMol25).

Last column: natural (NBO) charge in e.
Positions of all 15 atoms, in Å:
C 0.898 1.493 0.332  -0.732
C 2.273 2.167 0.138  0.755
O 2.830 2.503 1.182  -0.774
O 2.714 2.110 -1.062  -0.813
H 0.471 1.412 -0.635  0.194
H 0.315 2.112 0.978  0.191
H 0.908 0.478 0.923  0.184
C -1.350 -2.128 0.333  -0.593
C -1.188 -1.011 -0.837  -0.616
H -0.725 -1.765 1.117  0.209
H -2.397 -2.104 0.664  0.180
H -1.170 -3.058 0.070  0.185
H -1.173 0.144 -0.547  0.230
H -2.128 -1.139 -1.279  0.186
H -0.276 -1.216 -1.377  0.215

Output
Relative energy (zero: lowest compared OMol25 entry of this formula, charge and spin): 31.99 kcal/mol
Energy: -8389.104 eV
Total charge: -1
Frontier orbital gap: 7.3 eV

=====

No. 7
# C4H4

A single C4H4 molecule (ωB97M-V/def2-TZVPD, OMol25).

Last column: natural (NBO) charge in e.
Positions of all 8 atoms, in Å:
C 1.700 1.071 0.170  -0.226
C 0.738 0.539 -0.296  -0.050
C -0.386 -0.286 -0.688  -0.266
C -1.131 -0.653 0.375  -0.317
H 2.623 1.444 0.566  0.236
H -0.466 -0.621 -1.691  0.230
H -2.004 -1.299 0.254  0.192
H -1.073 -0.195 1.310  0.201

Output
Relative energy (zero: lowest compared OMol25 entry of this formula, charge and spin): 6.71 kcal/mol
SMILES: C#CC=C
Energy: -4209.868 eV
Total charge: 0
Frontier orbital gap: 10.3 eV

=====

No. 8
# C15H25NO3

A single C15H25NO3 molecule (ωB97M-V/def2-TZVPD, OMol25).

Last column: natural (NBO) charge in e.
Positions of all 44 atoms, in Å:
C -4.435 -1.589 0.506  -0.607
C -4.786 -0.528 -0.533  -0.404
C -3.571 0.066 -1.259  -0.402
C -3.033 1.367 -0.656  -0.398
C -2.505 1.250 0.776  -0.232
N -1.437 0.281 0.886  -0.620
C -0.144 0.635 0.991  0.700
O 0.223 1.788 1.092  -0.639
C 0.835 -0.536 1.056  -0.338
C 0.409 -1.862 0.438  -0.544
C 1.753 -2.498 0.078  0.803
O 1.945 -3.652 -0.178  -0.565
O 2.708 -1.576 0.087  -0.506
C 2.190 -0.257 0.353  0.321
C 3.169 0.495 1.250  -0.426
C 4.510 0.707 0.552  -0.401
C 4.320 1.447 -0.766  -0.396
C 3.377 0.658 -1.668  -0.397
C 2.025 0.476 -0.984  -0.454
H -3.872 -1.174 1.338  0.190
H -5.345 -2.028 0.909  0.217
H -3.851 -2.387 0.052  0.201
H -5.440 -0.993 -1.274  0.207
H -5.355 0.275 -0.060  0.197
H -3.855 0.289 -2.289  0.215
H -2.775 -0.679 -1.306  0.188
H -2.221 1.732 -1.290  0.210
H -3.824 2.119 -0.663  0.205
H -3.310 0.976 1.461  0.192
H -2.088 2.210 1.087  0.241
H -1.690 -0.689 0.791  0.400
H 1.043 -0.689 2.123  0.238
H -0.149 -2.520 1.101  0.244
H -0.152 -1.731 -0.491  0.235
H 3.320 -0.071 2.172  0.209
H 2.711 1.453 1.499  0.237
H 4.964 -0.267 0.358  0.207
H 5.174 1.269 1.210  0.210
H 5.283 1.581 -1.260  0.209
H 3.896 2.435 -0.573  0.195
H 3.810 -0.322 -1.877  0.207
H 3.235 1.178 -2.617  0.209
H 1.581 1.451 -0.788  0.239
H 1.353 -0.091 -1.633  0.203

Output
Relative energy (zero: lowest compared OMol25 entry of this formula, charge and spin): 2.16 kcal/mol
SMILES: CCCCCNC(=O)[C@H]1CC(=O)OC12CCCCC2
Energy: -23595.077 eV
Total charge: 0
Frontier orbital gap: 10.5 eV